No. 1
A molecular structure, C21H33O11PdS3 at a distorted geometry, computed with the ωB97M-V functional and the def2-TZVPD basis.

Summary:
* E_HOMO (spin up / spin down): -4.076 / -4.058 eV
* multiplicity: 3
* total charge: -1
* expectation value of S²: 2.005

Geometry as XYZ:
```
69
Properties=species:S:1:pos:R:3:mulliken_charge:R:1
Pd 0.63 0.51 -0.88 0.46
C -1.80 2.94 0.85 -0.74
C -0.45 3.46 0.30 0.32
C 0.10 4.66 1.16 -1.51
O 0.52 2.39 0.31 -0.29
H -1.59 2.70 1.90 0.19
H -2.17 2.03 0.37 -0.28
H -2.66 3.61 0.82 0.46
H -0.63 3.84 -0.70 0.28
H 0.10 4.44 2.23 0.33
H -0.72 5.38 1.13 0.46
H 1.01 5.08 0.74 0.30
C -1.43 -0.61 -4.58 -0.83
C -1.69 -1.97 -5.25 0.44
C -1.07 -3.19 -4.51 0.51
O -1.38 -4.35 -4.94 -0.74
C -0.16 -2.97 -3.41 -0.73
C 0.04 -1.72 -2.93 0.48
C -0.62 -0.49 -3.54 0.91
O -0.38 0.65 -3.01 -0.86
O 0.91 -1.63 -1.94 -0.76
O -2.35 -2.17 -6.33 -0.69
H -1.79 0.28 -5.06 0.38
H 0.35 -3.79 -2.93 0.36
C -4.96 -1.64 -1.10 -0.81
C -5.27 -0.63 0.00 -0.66
C -4.00 -0.68 0.95 -0.61
S -2.60 -1.44 0.01 0.88
O -2.54 -2.80 0.51 -0.74
O -1.44 -0.58 -0.07 0.53
C -3.49 -1.53 -1.60 -0.70
H -5.76 -1.66 -1.85 0.44
H -5.11 -2.63 -0.67 0.35
H -6.10 -1.01 0.59 0.29
H -5.44 0.40 -0.32 0.34
H -3.97 -1.20 1.91 0.48
H -3.58 0.31 1.11 0.13
H -3.10 -2.36 -2.19 0.38
H -3.48 -0.60 -2.16 0.28
C 5.09 1.35 1.06 -0.57
C 5.21 0.00 0.27 -0.32
C 5.20 0.13 -1.21 -0.81
S 3.99 1.50 -1.43 0.94
O 2.68 0.92 -1.43 -0.61
O 4.39 2.35 -2.55 -0.73
C 4.23 2.30 0.26 -0.46
H 6.11 1.74 1.10 0.33
H 4.84 1.21 2.11 0.34
H 4.41 -0.71 0.53 -0.04
H 6.14 -0.48 0.58 0.48
H 4.92 -0.71 -1.84 0.45
H 6.13 0.51 -1.63 0.33
H 3.28 2.65 0.66 0.05
H 4.74 3.21 -0.04 0.42
C -0.27 -2.07 3.88 -0.64
C -0.64 -0.59 3.74 -0.04
C 0.71 0.18 3.58 -0.85
S 1.61 -0.85 2.39 0.98
O 3.00 -0.95 2.92 -0.81
O 1.35 -0.36 1.09 0.00
C 0.74 -2.41 2.77 -0.68
H -1.18 -2.58 3.56 0.41
H 0.22 -2.43 4.78 0.25
H -1.25 -0.18 4.54 0.45
H -1.27 -0.40 2.87 -0.26
H 1.23 0.09 4.54 0.37
H 0.72 1.21 3.23 0.36
H 1.58 -3.10 2.83 0.45
H 0.14 -2.61 1.88 0.20
```

=====

No. 2
A molecular structure, C23H16Br2F6N9O6ReS3, computed with the ωB97M-V functional and the def2-TZVPD basis.

Summary:
* E_HOMO (spin up / spin down): -11.226 / -11.362 eV
* multiplicity: 4
* total charge: +1
* expectation value of S²: 3.771

Geometry as XYZ:
```
66
Properties=species:S:1:pos:R:3:mulliken_charge:R:1
Re -0.23 -0.06 -0.86 1.11
C -3.39 1.44 1.77 -1.58
C -2.14 1.18 1.02 1.30
N -2.03 0.22 0.17 0.96
N -3.17 -0.53 -0.14 -0.84
C -3.42 -1.69 0.59 0.43
N -4.23 -2.54 -0.05 -0.35
S -2.84 -1.91 2.13 -0.37
C -0.94 2.03 1.12 0.22
C -0.78 3.04 2.04 -0.92
C 0.36 3.84 1.97 -0.61
C 1.29 3.61 0.97 -0.95
C 1.08 2.57 0.09 0.02
N 0.01 1.78 0.17 0.28
H -3.55 0.61 2.46 0.33
H -4.23 1.44 1.08 0.35
H -3.36 2.38 2.32 0.54
H -3.29 -0.60 -1.15 0.27
H -4.49 -2.40 -1.01 0.23
H -4.53 -3.36 0.44 0.23
H -1.52 3.21 2.80 0.43
H 0.52 4.63 2.70 0.48
H 2.18 4.22 0.88 0.47
H 1.79 2.34 -0.69 0.48
Br -2.60 2.33 -4.61 -0.12
C -0.82 1.75 -4.55 0.11
C 0.03 1.96 -5.66 -0.25
C 1.33 1.53 -5.65 -0.01
Br 2.41 1.83 -7.16 -0.18
C 1.86 0.86 -4.51 0.31
C 3.16 0.34 -4.39 -0.75
C 3.53 -0.31 -3.25 -1.51
C 2.62 -0.45 -2.20 -0.01
N 1.39 0.05 -2.26 0.55
C 1.00 0.68 -3.42 0.51
C -0.34 1.12 -3.44 -0.17
O -1.07 0.86 -2.34 -0.29
H -0.37 2.46 -6.53 0.47
H 3.86 0.46 -5.21 0.40
H 4.52 -0.73 -3.14 0.58
H 2.90 -0.96 -1.29 0.54
N 0.69 -3.54 -2.50 -0.28
C -0.35 -2.70 -2.47 0.58
O -0.42 -1.93 -1.42 -0.13
C -1.32 -2.66 -3.47 0.42
C -1.18 -3.51 -4.60 -0.69
N -1.02 -4.25 -5.47 -0.49
C -2.48 -1.90 -3.25 0.61
N -3.43 -1.30 -2.98 -0.88
H 1.31 -3.54 -1.70 0.18
H 0.77 -4.25 -3.20 0.21
F 0.34 -2.39 3.39 -0.18
C 0.98 -3.00 2.41 0.29
F 1.96 -3.74 2.90 -0.19
F 0.15 -3.76 1.71 -0.16
S 1.71 -1.77 1.25 1.23
O 0.56 -0.89 0.89 -0.70
O 2.23 -2.49 0.12 -0.74
N 2.69 -1.04 2.19 -0.64
S 3.50 0.25 1.72 0.91
O 3.60 1.20 2.77 -0.65
O 3.06 0.68 0.41 -0.44
C 5.19 -0.43 1.44 0.64
F 5.62 -1.07 2.52 -0.20
F 6.00 0.57 1.15 -0.20
F 5.15 -1.28 0.41 -0.19
```

=====

No. 3
A molecular structure, C30H43BCl2N6SV, computed with the ωB97M-V functional and the def2-TZVPD basis.

Summary:
* E_HOMO (spin up / spin down): -7.283 / -7.744 eV
* multiplicity: 4
* total charge: 0
* expectation value of S²: 3.758

Geometry as XYZ:
```
84
Properties=species:S:1:pos:R:3:mulliken_charge:R:1
V 0.23 -0.28 -0.31 1.02
C -2.55 3.75 2.17 -1.41
C -1.82 3.18 1.00 0.55
C -1.56 3.76 -0.23 -0.83
C -0.88 2.78 -0.98 -0.85
N -0.71 1.69 -0.23 0.64
N -1.31 1.94 0.97 0.37
B -1.58 0.79 1.97 -0.77
N -0.28 0.25 2.59 0.25
N 0.54 -0.53 1.84 0.90
C 1.46 -1.04 2.65 -0.66
C 1.25 -0.55 3.95 -1.25
C 0.14 0.26 3.87 0.58
C -0.56 1.03 4.94 -1.39
C 2.49 -2.07 2.24 2.76
C 3.90 -1.47 2.32 -1.71
C 2.22 -2.59 0.83 -1.74
C 2.39 -3.25 3.21 -1.86
N -2.30 -0.36 1.23 0.13
N -1.76 -1.01 0.15 0.77
C -2.64 -1.95 -0.22 -1.14
C -3.76 -1.90 0.62 -0.84
C -3.50 -0.89 1.52 0.64
C -4.36 -0.41 2.64 -1.46
C -2.42 -2.89 -1.39 2.51
C -3.60 -3.85 -1.50 -2.46
C -2.32 -2.08 -2.69 -1.27
C -1.14 -3.70 -1.16 -1.20
C -0.51 2.90 -2.44 2.51
C -1.31 1.86 -3.24 -1.49
C -0.88 4.30 -2.95 -2.39
C 0.99 2.69 -2.68 -1.30
H -2.76 4.80 1.98 0.40
H -1.96 3.67 3.08 0.21
H -3.49 3.23 2.34 0.22
H -1.84 4.75 -0.54 0.62
H -2.28 1.20 2.84 -0.10
H 1.81 -0.77 4.84 0.53
H -0.01 0.92 5.88 0.39
H -1.58 0.67 5.09 0.23
H -0.62 2.09 4.70 0.21
H 4.01 -0.63 1.63 0.24
H 4.64 -2.23 2.07 0.44
H 4.11 -1.11 3.33 0.37
H 2.41 -1.83 0.06 -0.06
H 1.20 -2.95 0.73 0.18
H 2.89 -3.42 0.61 0.60
H 2.60 -2.94 4.24 0.35
H 3.12 -4.01 2.94 0.48
H 1.40 -3.70 3.19 0.35
H -4.64 -2.52 0.58 0.63
H -5.28 -0.99 2.66 0.42
H -4.63 0.64 2.52 0.21
H -3.86 -0.51 3.60 0.23
H -4.53 -3.32 -1.67 0.43
H -3.70 -4.46 -0.60 0.44
H -3.43 -4.52 -2.34 0.44
H -3.25 -1.55 -2.87 0.35
H -2.13 -2.74 -3.53 0.42
H -1.52 -1.35 -2.65 -0.05
H -1.21 -4.27 -0.23 0.33
H -0.25 -3.07 -1.12 -0.05
H -1.00 -4.41 -1.99 0.47
H -2.38 2.01 -3.09 0.40
H -1.05 0.85 -2.93 0.13
H -1.08 1.95 -4.30 0.45
H -1.95 4.49 -2.84 0.44
H -0.62 4.38 -4.00 0.43
H -0.33 5.08 -2.41 0.44
H 1.27 1.65 -2.49 -0.10
H 1.59 3.34 -2.05 0.38
H 1.23 2.90 -3.73 0.51
Cl 2.52 0.85 -0.25 -0.21
C 3.40 0.25 -1.65 0.88
C 4.72 0.66 -1.75 -0.93
C 5.47 0.23 -2.82 -0.48
C 4.89 -0.60 -3.77 -0.70
C 3.57 -0.99 -3.64 0.03
Cl 2.92 -2.02 -4.87 -0.22
C 2.75 -0.58 -2.56 -0.01
S 1.09 -1.11 -2.46 -0.28
H 5.14 1.31 -0.99 0.47
H 6.51 0.53 -2.92 0.39
H 5.45 -0.95 -4.62 0.43
```

=====

No. 4
3 unconnected molecules or ions with the total composition C3H6O3 at a distorted geometry, computed with the ωB97M-V functional and the def2-TZVPD basis.

Summary:
* E_HOMO (spin up / spin down): -8.108 / -8.109 eV
* multiplicity: 1
* total charge: 0

Geometry as XYZ:
```
12
Properties=species:S:1:pos:R:3:mulliken_charge:R:1
C -1.11 -0.75 0.94 -0.47
O -0.63 -1.14 2.15 -0.48
H 0.00 -0.49 2.49 0.35
H -1.82 -1.47 0.54 0.35
H -1.54 0.25 0.97 0.25
H -0.09 -1.11 -0.13 0.16
O -0.23 0.84 -1.01 -0.23
O 0.26 2.16 -0.61 -0.33
C 0.70 -0.20 -0.98 -0.25
C 1.83 -0.47 -1.40 -0.09
H -0.22 2.71 -1.25 0.33
H 2.83 -0.33 -1.71 0.40
```

=====

No. 5
A molecular structure, C36H44BKN12O6PS2Se, computed with the ωB97M-V functional and the def2-TZVPD basis.

Summary:
* E_HOMO (spin up / spin down): -3.105 / -3.438 eV
* multiplicity: 2
* total charge: -2
* expectation value of S²: 0.755

Geometry as XYZ:
```
104
Properties=species:S:1:pos:R:3:mulliken_charge:R:1
K -0.15 -0.56 -0.59 0.76
C 2.69 -1.94 -3.09 -2.00
N 1.54 -2.58 -2.49 1.55
C 1.90 -3.74 -1.71 -1.31
C 0.84 -4.26 -0.78 0.62
C 0.94 -5.55 -0.26 -0.99
C 0.00 -5.99 0.65 -0.53
C -1.04 -5.13 1.00 -0.88
C -1.08 -3.88 0.42 -0.83
N -0.15 -3.45 -0.43 0.70
C 0.42 -2.79 -3.39 -1.14
C -0.07 -1.52 -4.04 0.62
C -1.00 -1.59 -5.07 -1.11
C -1.58 -0.42 -5.52 -0.71
C -1.20 0.78 -4.94 -0.11
C -0.23 0.75 -3.96 -0.79
N 0.33 -0.37 -3.52 0.62
C 3.11 -0.66 -2.40 1.14
C 3.77 0.33 -3.12 -1.01
C 4.16 1.49 -2.46 -0.53
C 3.88 1.61 -1.11 -0.84
C 3.23 0.56 -0.47 0.10
N 2.85 -0.55 -1.11 0.24
H 2.50 -1.72 -4.14 0.34
H 3.55 -2.63 -3.08 0.51
H 2.76 -3.46 -1.09 0.48
H 2.23 -4.58 -2.35 0.29
H 1.76 -6.19 -0.57 0.45
H 0.07 -6.97 1.09 0.37
H -1.80 -5.43 1.72 0.47
H -1.87 -3.17 0.66 0.61
H -0.42 -3.15 -2.79 0.37
H 0.63 -3.55 -4.16 0.26
H -1.30 -2.55 -5.47 0.43
H -2.36 -0.44 -6.27 0.35
H -1.68 1.72 -5.21 0.29
H 0.09 1.66 -3.47 0.54
H 3.94 0.21 -4.19 0.41
H 4.65 2.29 -3.00 0.38
H 4.15 2.50 -0.56 0.44
H 2.99 0.62 0.59 0.40
C 0.92 2.84 3.68 -1.05
C 1.79 2.58 2.61 -0.67
N 2.08 1.29 2.52 -0.63
N 1.42 0.69 3.54 0.82
C 0.71 1.61 4.24 -0.40
B 1.29 -0.83 3.68 0.29
N -0.16 -1.21 3.29 0.58
C -1.14 -1.79 4.01 -0.49
C -2.32 -1.66 3.31 -1.41
C -1.96 -0.95 2.15 -0.72
N -0.66 -0.69 2.14 0.54
N 2.29 -1.59 2.80 1.66
C 2.06 -2.69 2.07 -0.52
C 3.28 -3.23 1.71 -0.36
C 4.21 -2.36 2.30 -0.94
N 3.61 -1.39 2.97 -1.21
N 1.57 -1.19 5.17 0.66
C 2.34 -0.50 6.03 -0.23
C 2.55 -1.28 7.15 -0.91
C 1.87 -2.47 6.85 -0.27
N 1.30 -2.42 5.66 -1.30
H 0.48 3.78 3.96 0.47
H 2.19 3.27 1.88 0.46
H 0.08 1.30 5.06 0.52
H -0.92 -2.26 4.95 0.55
H -3.30 -2.00 3.60 0.43
H -2.59 -0.61 1.34 0.52
H 1.06 -3.01 1.86 0.36
H 3.46 -4.11 1.12 0.54
H 5.29 -2.40 2.27 0.42
H 2.69 0.48 5.78 0.41
H 3.12 -1.03 8.03 0.37
H 1.78 -3.37 7.45 0.45
O -1.82 1.32 -1.37 -0.61
Se -3.04 0.20 -1.65 0.61
O -3.86 0.66 -2.98 -0.81
O -2.26 -1.24 -1.85 -0.36
O -3.98 0.14 -0.31 -0.81
C -5.27 3.02 -0.65 -1.52
C -4.16 3.31 0.34 1.51
C -4.65 3.90 1.64 -1.55
O -3.26 4.25 -0.32 -0.21
P -1.74 4.45 0.08 0.25
S -1.38 5.72 1.51 -0.49
S -0.96 2.66 0.64 0.19
O -1.14 5.01 -1.28 -0.42
C -1.23 4.24 -2.51 2.96
C 0.13 4.38 -3.17 -1.78
C -2.35 4.82 -3.36 -1.49
H -5.94 2.28 -0.22 0.34
H -4.86 2.59 -1.56 0.24
H -5.82 3.94 -0.87 0.41
H -3.61 2.38 0.53 -0.27
H -5.18 4.84 1.46 0.30
H -3.82 4.10 2.32 0.33
H -5.33 3.19 2.13 0.42
H -1.45 3.20 -2.27 -1.19
H 0.38 5.44 -3.30 0.43
H 0.13 3.91 -4.16 0.39
H 0.90 3.91 -2.56 0.34
H -2.14 5.86 -3.60 0.38
H -3.29 4.75 -2.82 0.27
H -2.44 4.25 -4.29 0.26
```

=====

No. 6
A molecular structure, C21H30BGeN8OZn, computed with the ωB97M-V functional and the def2-TZVPD basis.

Summary:
* E_HOMO: -1.627 eV
* multiplicity: 1
* total charge: -1

Geometry as XYZ:
```
63
Properties=species:S:1:pos:R:3:mulliken_charge:R:1
Zn -0.15 -0.87 0.13 -1.68
C 2.51 -3.12 2.68 -1.27
C 2.28 -2.03 1.84 0.06
N 1.06 -2.10 1.33 0.05
N 0.48 -3.22 1.81 0.34
C 1.34 -3.85 2.63 -0.02
B -0.96 -3.60 1.42 0.32
N -1.92 -2.48 1.88 0.07
C -3.06 -2.58 2.59 -0.11
C -3.57 -1.31 2.79 -1.19
C -2.64 -0.46 2.15 -0.12
N -1.66 -1.18 1.62 0.19
N -1.05 -3.68 -0.13 0.31
C -1.42 -4.70 -0.92 -0.17
C -1.52 -4.23 -2.22 -1.04
C -1.18 -2.87 -2.12 -0.24
N -0.91 -2.56 -0.86 0.13
H 3.41 -3.35 3.24 0.40
H 2.92 -1.20 1.56 0.14
H 1.07 -4.78 3.11 0.45
H -1.27 -4.65 1.92 -0.15
H -3.44 -3.54 2.89 0.44
H -4.47 -1.03 3.31 0.39
H -2.64 0.61 2.07 0.52
H -1.59 -5.69 -0.52 0.45
H -1.79 -4.78 -3.10 0.39
H -1.15 -2.11 -2.88 0.57
C -3.96 0.98 -2.10 -1.43
C -2.55 1.25 -2.57 0.88
O -1.84 0.35 -2.99 -0.59
N -2.17 2.55 -2.52 -0.11
C -0.75 2.98 -2.48 -1.68
C -0.25 3.17 -1.08 0.63
C -0.21 4.42 -0.50 -0.49
C -0.12 4.62 0.88 -0.92
C -0.26 3.46 1.68 -0.73
C -0.32 2.22 1.13 -0.55
N -0.08 2.00 -0.26 0.82
H -4.17 -0.08 -2.20 0.35
H -4.68 1.55 -2.69 0.40
H -4.07 1.27 -1.05 0.33
H -2.79 3.17 -2.03 0.29
H -0.67 3.93 -2.99 0.42
H -0.22 2.23 -3.06 0.37
H -0.30 5.27 -1.17 0.32
H -0.04 5.61 1.31 0.38
H -0.37 3.55 2.75 0.38
H -0.44 1.32 1.72 0.48
C 3.43 1.74 1.20 -1.22
Ge 3.03 0.77 -0.53 0.83
C 4.88 -0.06 -0.74 -1.50
C 3.29 2.36 -1.75 -1.37
C 0.30 0.82 -0.72 -0.75
H 4.41 2.21 1.13 0.44
H 3.44 1.07 2.07 0.31
H 2.68 2.51 1.40 0.34
H 5.64 0.73 -0.82 0.38
H 4.94 -0.70 -1.63 0.38
H 5.13 -0.68 0.13 0.36
H 4.29 2.78 -1.61 0.44
H 2.55 3.13 -1.52 0.33
H 3.17 2.08 -2.80 0.33
H 0.40 0.81 -1.80 0.91
```

=====

Q: What is the total charge in the second record?
A: +1

=====

Q: Look up the multiplicity of the second one.
A: 4

=====

Q: Among the records above, which one has the lowest total charge?
A: C36H44BKN12O6PS2Se